Record 1
ORCA calculation (ωB97M-V/def2-TZVPD) on a 3-piece molecular cluster, C30H74FN9O3P3S overall at a distorted geometry.

For the orbital gap, the calculation gives 5.6750 eV. Its strongest force on any atom is 4.6 eV Å⁻¹. Its charge is -1. The value obtained for the HOMO energy is -3.660 eV.

Positions of all 121 atoms, in Å:
1 S -3.44 2.03 4.50
2 P 1.92 -0.72 -6.45
3 P 3.73 1.76 5.90
4 P -3.69 -0.21 -1.80
5 F -3.21 1.26 -2.68
6 O 1.82 -0.50 -5.00
7 O -1.08 2.82 3.42
8 O 3.23 2.58 4.77
9 N 2.14 0.09 -7.94
10 N 0.57 -1.68 -6.83
11 N 5.10 0.96 5.28
12 N 2.46 0.67 6.16
13 N -5.28 0.67 -1.40
14 N -0.48 1.09 2.23
15 N 4.17 1.84 7.55
16 N -1.67 0.79 2.85
17 N 3.35 -1.64 -6.60
18 C 5.76 -0.16 5.92
19 C -2.00 1.83 3.54
20 C -4.19 -1.55 0.76
21 C -0.71 -1.19 -6.29
22 C -0.36 0.82 -1.12
23 C -4.57 2.73 3.26
24 C -0.17 2.29 2.58
25 C 1.46 -1.03 1.67
26 C 1.26 0.87 5.35
27 C -4.44 -0.83 -3.45
28 C 1.09 1.11 -8.17
29 C 0.95 0.31 -0.49
30 C 0.68 -0.97 0.34
31 C -4.58 -2.34 -3.65
32 C -5.72 0.25 1.75
33 C -0.79 -0.02 -2.34
34 C 4.10 -1.84 -5.36
35 C 0.72 -1.92 2.67
36 C 2.67 -0.75 6.41
37 C -5.51 -1.24 1.50
38 C 3.47 -2.79 -7.46
39 C 0.38 -2.40 -8.07
40 C -6.00 0.62 3.21
41 C 3.44 0.77 -8.10
42 C 6.06 1.82 4.59
43 C -5.98 2.14 3.36
44 C -4.28 -1.72 -0.78
45 C -1.98 -0.98 -2.14
46 C 5.24 2.83 7.79
47 C 3.06 2.18 8.47
48 H -5.49 -2.71 -3.15
49 H -3.42 -0.84 1.06
50 H -4.75 -2.56 -4.71
51 H -6.51 2.48 4.25
52 H -1.97 -1.68 -2.99
53 H -3.87 -2.53 1.15
54 H 5.13 -2.14 -5.62
55 H 4.16 -0.93 -4.78
56 H -7.00 0.26 3.45
57 H 0.11 0.64 -8.28
58 H -3.11 0.42 -0.62
59 H 6.45 -0.61 5.20
60 H 2.41 -1.52 1.47
61 H 4.52 -3.10 -7.52
62 H 5.54 2.47 3.89
63 H 1.73 -1.20 6.72
64 H 6.65 2.45 5.27
65 H 1.26 1.07 0.24
66 H 6.17 2.52 7.31
67 H -1.46 -1.97 -6.35
68 H 3.67 -2.62 -4.73
69 H 1.29 1.64 -9.10
70 H 3.36 -0.90 7.24
71 H 0.41 0.35 5.81
72 H -0.21 1.85 -1.45
73 H -0.29 -1.54 2.86
74 H -5.45 -1.75 2.47
75 H 6.76 1.21 4.02
76 H 3.02 -1.28 5.53
77 H -0.60 -0.92 -5.24
78 H 0.07 -0.65 -2.61
79 H 1.03 1.84 -7.36
80 H -0.45 -3.10 -7.95
81 H -1.74 -1.59 -1.25
82 H 1.70 0.12 -1.26
83 H -0.38 -1.02 0.59
84 H -4.62 3.82 3.38
85 H 5.45 2.90 8.86
86 H -6.54 2.53 2.50
87 H 1.60 -0.03 2.08
88 H -3.67 -2.59 -1.00
89 H 3.44 1.29 -9.06
90 H 0.13 -1.75 -8.93
91 H -3.74 -2.92 -3.28
92 H 3.63 1.50 -7.31
93 H 1.24 -3.00 -8.34
94 H -5.42 -0.38 -3.65
95 H 0.59 -2.92 2.26
96 H 1.38 0.48 4.33
97 H 2.89 -3.65 -7.10
98 H 0.71 2.81 2.25
99 H -5.02 1.34 -0.68
100 H -6.34 -1.70 0.95
101 H -4.78 0.74 1.47
102 H 2.58 3.13 8.21
103 H -5.24 0.15 3.84
104 H 4.25 0.05 -8.11
105 H -5.52 1.25 -2.19
106 H -5.33 -1.91 -1.02
107 H -1.09 0.81 -0.32
108 H -4.17 2.57 2.26
109 H 3.18 -2.55 -8.49
110 H 1.00 1.92 5.29
111 H 6.34 0.11 6.81
112 H -6.48 0.65 1.07
113 H -0.94 0.62 -3.21
114 H -3.78 -0.45 -4.24
115 H 2.30 1.40 8.47
116 H 0.89 -1.86 -0.26
117 H 5.06 -0.94 6.19
118 H 1.26 -2.02 3.62
119 H 3.46 2.26 9.48
120 H 4.98 3.83 7.43
121 H -1.09 -0.31 -6.82

=====

Record 2
ORCA calculation (ωB97M-V/def2-TZVPD) on C30H75CdK2N5O4S as an isolated structure at a distorted geometry.

For the orbital gap, the calculation gives 5.4754 eV. Its strongest force on any atom is 2.1 eV Å⁻¹. Its charge is +2. The value obtained for the HOMO energy is -11.903 eV.

Positions of all 118 atoms, in Å:
1 Cd -2.35 2.20 -0.58
2 K 3.55 0.60 -0.40
3 K 0.75 -2.79 -0.34
4 S -0.57 0.26 0.00
5 O -1.16 0.73 -1.34
6 O 0.88 0.30 -0.07
7 O -1.07 -1.08 0.29
8 O -1.22 1.28 0.92
9 N 3.73 1.95 -2.97
10 N 3.92 1.67 2.25
11 N -0.07 -3.51 -2.83
12 N -2.30 -1.07 5.00
13 N -4.40 1.48 -0.42
14 C 3.74 -0.36 -3.96
15 C 1.49 2.95 -2.56
16 C -0.34 0.01 3.93
17 C 3.12 -0.53 3.10
18 C -3.76 -0.91 5.16
19 C 3.09 0.98 3.26
20 C 2.26 3.28 1.34
21 C 2.43 2.31 -3.56
22 C -1.86 -2.45 4.96
23 C -1.82 -0.34 3.84
24 C -4.22 0.59 -2.79
25 C -2.23 -3.25 6.20
26 C -2.43 -3.38 -2.01
27 C -4.39 2.03 2.03
28 C -5.46 2.47 -0.79
29 C 5.33 1.57 2.63
30 C -0.16 -4.90 -3.31
31 C 4.56 3.17 -2.90
32 C 1.02 -2.77 -3.46
33 C -6.90 1.98 -0.77
34 C 0.98 -2.68 -4.98
35 C -4.59 0.97 0.97
36 C 6.27 1.83 1.44
37 C -4.61 -1.54 4.06
38 C -1.37 -2.81 -2.95
39 C 3.53 3.08 2.14
40 C 4.43 0.99 -3.85
41 C 5.77 3.04 -2.00
42 C 1.14 -5.68 -3.18
43 C -4.44 0.30 -1.33
44 H 4.88 3.46 -3.91
45 H 1.06 -1.75 -3.04
46 H 5.54 0.57 3.01
47 H 3.42 1.27 4.26
48 H -3.31 -3.35 6.32
49 H 2.07 1.35 3.19
50 H 1.46 -5.69 -2.14
51 H -3.33 -2.77 -2.11
52 H -5.19 2.78 2.06
53 H 2.52 -1.02 3.87
54 H 1.95 1.41 -3.95
55 H 2.75 -0.84 2.12
56 H 1.53 2.52 1.64
57 H 0.53 3.17 -3.03
58 H 5.44 2.89 -0.97
59 H -2.12 -3.33 -0.97
60 H -2.21 -2.98 4.06
61 H 5.58 2.30 3.41
62 H -5.57 0.50 1.05
63 H -2.69 -4.40 -2.29
64 H -5.39 -0.23 -1.17
65 H -4.14 -0.36 -3.32
66 H 3.43 -0.75 -2.99
67 H -0.89 -5.41 -2.68
68 H 1.00 -6.71 -3.50
69 H 3.40 3.51 3.15
70 H 1.75 4.23 1.54
71 H -4.47 1.56 3.01
72 H -0.77 -2.44 4.88
73 H 4.34 3.68 1.71
74 H 1.26 2.24 -1.75
75 H -1.72 -2.87 -3.99
76 H 7.28 1.54 1.73
77 H 2.58 2.95 -4.44
78 H -5.24 2.79 -1.81
79 H 4.59 1.42 -4.85
80 H -0.56 -4.93 -4.33
81 H -1.99 -0.88 2.89
82 H -7.06 1.19 -1.50
83 H -5.03 1.15 -3.27
84 H 1.02 -3.67 -5.43
85 H 4.43 -1.09 -4.37
86 H -3.39 2.47 2.00
87 H -1.90 -2.72 7.10
88 H -3.70 -0.43 -0.98
89 H 1.97 -5.27 -3.76
90 H 1.88 -2.17 -5.35
91 H 3.98 4.02 -2.56
92 H -3.86 0.18 1.15
93 H 0.26 -0.90 3.91
94 H 4.13 -0.92 3.21
95 H 6.45 2.24 -2.29
96 H -0.15 0.52 4.87
97 H -3.94 0.17 5.18
98 H 5.42 0.83 -3.41
99 H -4.28 -1.22 3.07
100 H -1.80 -4.25 6.19
101 H -2.38 0.60 3.78
102 H 2.37 3.16 0.26
103 H -4.03 -1.34 6.12
104 H 6.23 2.87 1.14
105 H -1.21 -1.76 -2.68
106 H 1.89 3.87 -2.14
107 H 2.89 -0.34 -4.65
108 H -5.66 -1.25 4.18
109 H 6.35 3.97 -2.00
110 H 5.93 1.17 0.63
111 H 1.99 -3.20 -3.15
112 H 0.11 -2.13 -5.34
113 H -5.35 3.35 -0.16
114 H -7.56 2.80 -1.01
115 H -4.56 -2.63 4.09
116 H -0.01 0.65 3.11
117 H -3.28 1.13 -2.96
118 H -7.18 1.56 0.20

=====

Record 3
ORCA calculation (ωB97M-V/def2-TZVPD) on C30H75F12MnN5O10P2 as an isolated structure at a distorted geometry.

For the orbital gap (alpha / beta), the calculation gives 2.3602 / 7.8103 eV. Its strongest force on any atom is 3.7 eV Å⁻¹. The expectation value of S² is 12.00. Its charge is -1. The spin multiplicity is 7. The value obtained for the HOMO energy (alpha / beta) is -0.485 / -5.994 eV.

Positions of all 135 atoms, in Å:
1 Mn -1.88 11.56 -9.79
2 P -6.10 8.93 -11.62
3 P -2.53 8.96 -7.38
4 F -4.97 7.80 -11.48
5 F -2.52 10.00 -8.67
6 F -2.66 8.09 -6.00
7 F -7.19 10.21 -11.56
8 F -3.78 9.92 -6.78
9 F -5.62 9.24 -10.02
10 F -3.57 8.04 -8.20
11 F -7.23 7.92 -11.09
12 F -1.34 8.02 -7.90
13 F -1.43 10.03 -6.79
14 F -4.96 9.80 -12.46
15 F -6.68 8.53 -13.12
16 O -3.59 12.34 -9.14
17 O -1.84 13.28 -11.20
18 O -0.24 9.74 -10.05
19 O -6.83 4.36 -7.98
20 O -6.52 1.77 -8.41
21 O 0.70 12.26 -10.27
22 O -3.55 11.64 -4.47
23 O 2.44 8.74 -4.33
24 O -3.03 3.78 -7.20
25 O -5.15 4.43 -5.66
26 N -2.58 10.78 -11.72
27 N -0.57 10.68 -4.24
28 N -5.34 1.79 -5.92
29 N -4.66 3.80 -9.59
30 N -1.24 13.00 -8.35
31 C 1.05 9.28 -9.66
32 C -3.66 13.18 -8.04
33 C -4.89 2.29 -4.59
34 C 1.35 9.46 -4.89
35 C -5.33 3.75 -4.39
36 C -6.42 5.26 -8.98
37 C -2.09 14.68 -10.87
38 C -4.92 12.40 -9.79
39 C -6.88 1.30 -9.68
40 C -1.50 10.91 -3.16
41 C -5.01 5.18 -9.32
42 C -8.07 4.60 -7.40
43 C -5.03 5.88 -5.52
44 C 1.22 12.64 -8.93
45 C -2.48 12.02 -3.67
46 C -7.33 1.16 -7.38
47 C -2.34 13.00 -7.31
48 C -3.25 3.59 -9.69
49 C 0.08 12.73 -7.81
50 C -4.55 10.82 -3.82
51 C 1.59 12.23 -11.40
52 C -2.15 3.86 -6.15
53 C -0.76 8.98 -11.19
54 C -2.33 3.99 -8.50
55 C 0.26 9.54 -3.87
56 C -1.75 13.05 -12.61
57 C -6.80 1.44 -5.91
58 C -2.22 9.31 -11.64
59 C -1.78 11.50 -12.78
60 C 3.11 8.07 -5.34
61 H -5.50 10.95 -4.34
62 H -6.97 0.55 -5.30
63 H 1.42 13.68 -9.20
64 H -5.76 12.41 -9.09
65 H -2.79 4.00 -10.59
66 H -2.36 14.90 -9.84
67 H -2.35 11.18 -13.65
68 H -4.45 12.75 -7.43
69 H 1.39 9.84 -8.79
70 H -5.91 6.09 -4.90
71 H 1.20 12.86 -12.21
72 H -5.12 1.71 -3.69
73 H -2.34 13.73 -6.50
74 H -1.40 3.42 -8.51
75 H -5.20 11.53 -10.37
76 H 0.17 11.75 -7.35
77 H -8.39 3.74 -6.81
78 H -1.15 10.67 -5.07
79 H -3.99 14.19 -8.27
80 H 1.82 9.19 -10.43
81 H -2.49 3.51 -5.17
82 H 2.59 12.46 -11.04
83 H -1.99 4.92 -5.99
84 H -2.61 13.47 -13.13
85 H 0.38 13.46 -7.07
86 H -0.83 7.92 -10.95
87 H 2.47 7.40 -5.91
88 H -7.25 0.11 -7.66
89 H -7.24 2.26 -5.35
90 H 1.59 11.22 -11.79
91 H -2.66 8.75 -12.47
92 H -1.12 3.58 -6.37
93 H -4.80 11.19 -2.82
94 H -4.25 9.77 -3.73
95 H -8.80 5.08 -8.06
96 H -0.19 9.04 -12.12
97 H -2.90 15.18 -11.39
98 H -4.85 13.39 -10.25
99 H -4.72 4.20 -3.60
100 H -2.05 5.04 -8.59
101 H -4.45 5.69 -8.54
102 H -0.80 11.01 -12.80
103 H 0.68 9.72 -2.88
104 H 0.94 8.34 -9.11
105 H -4.92 3.57 -10.53
106 H -2.40 12.05 -6.78
107 H 3.57 8.68 -6.12
108 H -6.56 6.21 -8.46
109 H -1.21 15.28 -11.12
110 H 2.06 12.06 -8.53
111 H -6.50 0.30 -9.87
112 H -6.41 1.95 -10.42
113 H -7.09 5.10 -9.82
114 H -2.78 12.44 -2.71
115 H -1.04 11.32 -2.26
116 H -5.07 6.39 -6.48
117 H -0.24 8.58 -3.78
118 H -6.40 3.78 -4.20
119 H -3.27 2.52 -9.89
120 H -2.93 8.84 -10.96
121 H -4.99 0.85 -5.91
122 H -2.05 12.89 -4.16
123 H -8.34 1.56 -7.45
124 H -4.93 5.74 -10.26
125 H -3.83 2.02 -4.55
126 H 1.77 10.46 -5.01
127 H 0.90 9.07 -5.80
128 H -7.96 1.16 -9.81
129 H -8.02 5.45 -6.72
130 H -1.10 13.98 -8.55
131 H 3.93 7.43 -5.00
132 H -0.83 13.58 -12.81
133 H -3.43 10.70 -12.25
134 H -1.87 9.89 -3.08
135 H -4.10 6.08 -4.98